[1]
Here is a structure of composition C10H20ClEuPm at a distorted geometry from the OMol25 dataset. Energies are from ωB97M-V/def2-TZVPD.

XYZ file:
```
33
Properties=species:S:1:pos:R:3:forces:R:3:mulliken_charge:R:1
Eu 0.0187 0.1155 -1.1878 2.225 -0.082 -1.571 1.105
Pm 0.5936 0.3179 -4.2800 -1.991 0.500 1.902 0.660
Cl 1.3215 -1.6306 -2.5044 0.980 -1.380 -0.639 -0.609
C 0.0056 0.0030 3.5096 -0.125 -0.074 5.424 2.182
C -1.6074 -0.9754 -0.1873 -1.658 -0.723 2.016 -1.192
C 0.0005 -1.4496 4.0417 -0.025 -0.184 0.174 -1.591
C -0.8026 1.2568 -2.7546 -1.423 1.041 -1.586 -1.268
C 2.4440 1.2676 -4.3111 3.699 1.829 -0.943 -0.938
C -1.2552 0.7250 4.0418 -0.169 0.063 0.180 -1.581
C 1.2557 0.7251 4.0418 0.269 0.150 0.627 -1.616
C 0.0272 0.0162 2.1698 0.677 0.285 -10.897 -0.539
C -0.5091 -1.0368 -5.4070 -1.623 -2.107 -3.101 -0.930
C 0.0479 0.0171 0.8641 1.938 1.204 12.048 -0.719
H -1.2760 1.7605 3.6894 0.005 -0.112 -0.025 0.379
H 2.2944 1.5887 -5.3487 0.635 0.365 -0.088 0.258
H 2.1616 0.2247 3.6899 -0.107 0.041 -0.051 0.354
H 1.2753 1.7599 3.6900 -0.019 -0.112 -0.050 0.348
H -0.3539 -0.4592 -6.3246 -0.383 -0.431 -0.607 0.254
H -0.0008 -1.4837 5.1400 0.015 0.142 -0.139 0.371
H -2.4997 -0.4835 -0.5415 -0.770 -0.156 -0.507 0.365
H 1.2834 0.7411 5.1398 -0.040 -0.022 -0.026 0.382
H -0.2878 2.1977 -2.6038 -0.558 1.141 -0.106 0.260
H 0.0278 -1.9557 -5.3535 0.071 -1.010 -0.403 0.233
H -1.5052 -1.0272 -5.0308 -0.934 -0.277 -0.007 0.198
H -0.8865 -1.9853 3.6888 0.119 0.092 -0.039 0.376
H 0.8869 -1.9851 3.6893 -0.096 0.059 -0.027 0.385
H 2.4019 2.0439 -3.5846 0.477 0.831 0.477 0.205
H -1.7841 1.0505 -3.1572 -0.647 0.972 -0.216 0.285
H -1.4912 -0.7681 0.9011 -1.560 -1.073 -1.318 0.128
H -2.1626 0.2245 3.6890 0.140 0.057 -0.037 0.386
H -1.4980 -2.0274 -0.3774 -0.389 -0.755 -0.296 0.256
H -1.2854 0.7409 5.1401 0.127 -0.056 -0.139 0.375
H 3.1592 0.4911 -4.1719 1.139 -0.216 -0.032 0.237
```
Forces are in eV/Å.

Net charge   -1
Spin multiplicity   11
Frontier orbital gap (spin up / spin down)   5.89 / 5.71 eV
E_HOMO (spin up / spin down)   -3.51 / -3.32 eV
Total energy   -59087.95439 eV

[2]
Here is a structure of composition C38H53N10O2SSi2Sr at a distorted geometry from the OMol25 dataset. Energies are from ωB97M-V/def2-TZVPD.

XYZ file:
```
107
Properties=species:S:1:pos:R:3:forces:R:3:mulliken_charge:R:1
Sr -0.7470 -1.2527 0.6968 -0.992 0.228 0.320 0.445
S -1.9439 -3.4319 2.3042 0.108 -0.073 0.139 -0.296
Si -5.4550 -0.5925 -0.6229 -0.022 0.027 -0.020 0.128
Si -3.1700 1.5310 -1.3156 -0.019 -0.163 0.050 -0.147
O 1.2572 -0.0547 -0.3678 -0.387 0.270 0.450 0.348
O 0.8031 -2.1392 -0.9393 0.142 -0.325 -0.348 -0.746
N 1.1010 0.2046 2.8671 0.062 -0.239 -0.156 0.109
N 3.4930 0.7971 -1.3117 0.331 0.219 -0.185 0.581
N 0.3667 2.7779 0.6234 -0.192 0.015 -0.322 0.086
N -0.5034 -5.6123 1.8999 -0.158 -0.037 0.044 -0.423
N 0.8010 -3.7991 2.1438 -0.025 0.094 0.006 -1.197
N -1.6684 -4.6202 -2.4105 0.053 -0.212 -0.013 0.003
N 0.9112 -2.4394 2.2874 0.224 -0.321 0.101 0.733
N -2.4524 0.4192 1.7306 0.266 0.225 0.102 1.463
N -1.9969 -2.8055 -1.2221 0.013 0.168 0.127 0.883
N 0.4071 3.8712 -0.3143 -0.175 -0.041 0.015 -0.604
C 4.7039 1.0694 -0.6842 -0.008 0.054 -0.108 0.440
C 5.8290 0.2604 -0.8188 0.006 -0.009 -0.055 -0.736
C 3.5855 1.3849 3.2548 -0.050 -0.011 0.037 -0.427
C 2.0885 -1.9888 2.5210 -0.074 0.069 0.045 0.173
C -3.0527 3.2279 -0.4654 0.008 -0.091 -0.177 -1.136
C -1.8816 -3.6040 -3.3103 -0.027 0.044 -0.077 -1.182
C 2.4273 2.1216 3.4100 0.068 -0.102 0.034 -0.933
C 1.2139 1.4823 3.1863 -0.018 0.143 -0.016 0.003
C -2.0843 -2.4932 -2.5531 0.003 -0.007 -0.123 -0.145
C -5.8630 -1.8961 0.6864 -0.009 0.109 -0.109 -1.124
C 1.9175 -1.6972 -3.4860 0.014 -0.116 -0.049 -0.361
C -5.3778 -1.5967 -2.2270 -0.003 0.043 0.171 -1.081
C -3.9206 0.3087 -0.1969 -0.060 0.109 -0.135 1.704
C 1.3671 -1.0479 -1.1464 0.244 -0.368 -0.364 1.135
C 5.8994 2.4855 0.8646 -0.061 0.001 -0.031 1.310
C -2.2492 0.6025 3.0439 -0.161 0.197 0.015 -0.719
C 7.0181 1.6691 0.7208 -0.006 -0.029 -0.008 -1.163
C 3.7952 -0.7709 -4.6401 -0.014 0.037 0.041 -0.594
C -7.0366 0.4578 -0.8320 0.086 -0.149 -0.017 -1.316
C 2.2234 -0.5256 2.7556 0.119 -0.019 0.021 0.812
C 3.3163 -2.8450 2.6299 -0.014 -0.012 -0.038 -1.718
C -4.2168 1.8771 -2.8562 0.106 0.077 0.151 -1.260
C 2.7017 -1.6315 -4.6244 -0.033 0.008 0.076 -0.792
C 2.2038 -0.9142 -2.3748 -0.164 -0.195 -0.065 -0.321
C -0.4342 -4.2452 2.1271 -0.023 -0.137 0.002 0.091
C 4.7343 2.1971 0.1506 0.054 0.153 0.112 0.947
C 5.9745 3.6767 1.7832 0.041 0.041 -0.007 -1.620
C 3.4865 0.0435 2.9191 -0.179 -0.011 0.006 -0.774
C 6.9815 0.5694 -0.1215 0.100 -0.010 0.054 -1.005
C -3.2348 0.9478 3.9373 0.026 -0.113 0.084 -1.317
C -4.7648 0.8267 2.1096 0.020 -0.004 0.028 -0.652
C -1.7447 -4.0858 -1.1722 0.035 -0.122 0.136 -0.699
C -4.5375 1.0528 3.4383 0.054 -0.004 0.072 -0.706
C 4.0827 0.0192 -3.5432 0.129 -0.028 -0.029 -0.116
C -3.7018 0.5203 1.2128 -0.192 -0.145 -0.136 -1.046
C -1.4494 1.1798 -2.0450 -0.099 0.158 0.046 0.274
C 3.2864 -0.0433 -2.3969 0.276 0.334 0.064 0.186
C 3.4975 3.0483 0.2308 0.117 -0.038 -0.020 -0.775
H -5.3613 1.3116 4.0951 0.014 0.004 -0.006 0.404
H 3.1129 3.2733 -0.7660 0.037 0.008 0.035 0.426
H -1.4569 0.3185 -2.7124 -0.020 -0.038 -0.049 0.190
H 0.3663 -6.0973 2.0655 -0.025 -0.015 0.010 0.231
H 1.0727 -2.3710 -3.4199 -0.020 -0.007 -0.011 0.421
H 3.8474 -2.6468 3.5616 0.003 -0.005 0.047 0.385
H -2.8942 4.0184 -1.2028 0.025 0.058 -0.048 0.367
H 2.4686 -2.2425 -5.4850 -0.004 -0.019 -0.048 0.437
H 3.0390 -3.8923 2.5786 -0.011 0.023 0.003 0.440
H -4.4238 0.9940 -3.4491 -0.040 -0.228 -0.119 0.308
H -4.9754 -2.4846 0.9144 0.132 -0.082 0.023 0.225
H -3.6838 2.5817 -3.4971 0.057 0.074 -0.045 0.375
H -0.5671 2.3643 0.6371 0.070 0.008 0.105 -0.104
H 5.2202 3.6304 2.5698 -0.027 0.061 -0.013 0.292
H -2.3029 -1.4940 -2.8778 -0.058 0.047 -0.053 0.312
H 7.8533 -0.0654 -0.2219 0.016 -0.003 0.000 0.403
H 4.5595 1.8400 3.3825 -0.037 -0.066 0.023 0.701
H -5.1694 2.3290 -2.5881 -0.138 0.049 0.051 0.287
H -4.9491 -1.0684 -3.0721 0.086 0.124 -0.139 0.263
H 2.6682 0.8675 -0.7205 0.058 -0.082 -0.074 -0.693
H 2.6858 2.5431 0.7609 0.258 0.091 0.039 -0.777
H -0.1926 3.6750 -1.1164 0.078 0.034 0.134 0.238
H -1.4677 -5.5839 -2.6191 -0.029 0.142 0.011 0.198
H -0.6727 0.9988 -1.3031 0.071 0.022 0.080 -0.928
H -5.7619 0.9217 1.7098 -0.088 0.028 -0.046 0.350
H 0.2895 2.0421 3.2498 -0.016 0.021 0.022 0.201
H -2.2604 3.3050 0.2719 0.111 -0.012 0.181 0.256
H 5.8143 4.6119 1.2450 -0.006 0.033 -0.026 0.382
H -3.0039 1.0866 4.9841 -0.010 -0.012 0.012 0.446
H -3.9853 3.4364 0.0568 -0.151 0.007 0.015 0.321
H -1.5948 -4.6573 -0.2742 0.010 -0.089 0.128 0.299
H -6.6253 -2.5725 0.2967 -0.085 -0.071 -0.041 0.397
H 7.9186 1.9021 1.2744 0.051 -0.001 0.018 0.344
H 5.7906 -0.6172 -1.4481 -0.034 -0.038 -0.062 0.538
H 0.0135 4.6812 0.1559 0.077 -0.154 -0.068 0.245
H -1.8887 -3.7651 -4.3705 0.005 -0.008 -0.112 0.475
H -7.9199 -0.1840 -0.8684 -0.076 -0.052 -0.003 0.386
H -1.3396 -6.0499 2.2591 0.138 0.069 -0.053 0.253
H 4.4176 -0.6973 -5.5232 0.014 -0.009 -0.020 0.375
H -1.1200 2.0331 -2.6454 0.055 0.060 -0.048 0.493
H 4.3782 -0.5492 2.7854 0.029 -0.012 -0.013 0.341
H -4.7973 -2.5047 -2.0742 0.081 -0.075 0.031 0.174
H 4.0029 -2.6242 1.8096 0.020 0.015 -0.047 0.285
H 6.9528 3.7292 2.2598 0.022 -0.001 0.006 0.367
H -7.1797 1.1782 -0.0284 0.001 0.072 0.117 0.373
H 2.4454 3.1707 3.6635 0.007 0.073 0.009 0.346
H -6.3919 -1.8897 -2.5027 -0.122 -0.041 -0.029 0.444
H 0.9715 2.0495 0.2475 -0.236 0.105 0.066 -0.350
H -6.2348 -1.4817 1.6204 -0.033 0.059 0.104 0.354
H 3.6742 3.9886 0.7470 -0.005 0.020 0.021 0.359
H -7.0026 1.0181 -1.7658 0.025 0.073 -0.115 0.354
H 4.9093 0.7156 -3.5690 0.071 0.018 0.010 0.510
H -1.2368 0.4267 3.3826 0.106 0.030 0.048 0.556
```
Forces are in eV/Å.

Net charge   -1
Energy relative to the best compared isomer or geometry (same formula, charge and spin)   0.0 kJ/mol
Frontier orbital gap   6.20 eV
E_HOMO   -3.76 eV
Total energy   -86696.54424 eV